# 1
A structure of composition C30H45NO2P2Zr at a distorted geometry, computed with ωB97M-V/def2-TZVPD.

Highest occupied orbital energy (eV): -11.82
F_max (eV/A): 5.538
Total charge: +2

Structure (XYZ):
```
81
Properties=species:S:1:pos:R:3:forces:R:3
Zr 1.1784 0.9916 -0.0776 -5.4 -1.2 0.5
P 1.8803 -0.5456 -2.1787 0.1 1.0 0.8
P 1.6947 -0.6030 2.0530 0.1 0.8 -0.8
O -0.3717 2.6471 -0.3288 0.7 -1.0 0.6
O -0.4634 1.3542 1.4510 0.7 1.1 -1.3
N -3.4811 1.5808 -0.1717 0.7 1.0 -0.6
C -4.4660 3.8540 2.6164 0.1 0.1 0.0
C -0.9793 2.3271 0.7701 0.5 -0.7 0.4
C -0.3111 -0.7072 -0.4923 -0.3 -0.1 0.5
C 5.9874 -1.6994 -1.4583 0.4 -0.4 0.8
C -3.4364 2.5384 0.8696 0.0 0.8 0.2
C -4.7502 -1.5226 -1.6110 0.0 -0.1 0.0
C 6.1397 1.8161 -0.1876 0.0 0.7 -1.0
C 1.2905 -1.7648 3.3680 -0.7 -0.3 0.2
C -4.4140 -0.1895 -1.4622 0.1 0.2 0.5
C -4.0890 -0.5309 0.9550 0.2 0.1 -0.9
C 2.1448 -2.2688 -2.6988 -0.8 -0.4 0.0
C -3.7058 -0.0366 2.3131 -0.1 0.2 0.8
C 2.5411 0.4083 -3.5937 0.8 0.0 0.2
C -4.3980 -1.8873 0.7662 -0.1 0.1 -0.3
C -3.2090 4.1246 3.1673 0.0 0.2 0.1
C 2.9532 -0.5732 -0.4466 -0.5 0.0 -1.2
C -2.0551 3.6975 2.5182 -0.4 0.3 -0.2
C -4.5807 3.0832 1.4601 0.2 -0.1 0.1
C -4.0415 0.3051 -0.1902 -0.3 -1.0 -0.1
C -4.7054 -2.3628 -0.5036 -0.1 -0.2 -0.3
C 2.5708 -1.5239 0.7335 0.7 -0.4 -0.2
C 5.2565 -0.7134 -2.3014 1.0 0.7 -0.7
C 6.3514 -1.2484 0.0012 0.9 -0.7 0.0
C -4.4108 -2.8725 1.9023 0.0 -0.3 0.3
C 2.7555 0.5625 2.9877 0.4 -0.1 0.0
C 5.4794 0.6091 -2.2925 0.0 -0.8 -0.7
C 5.3891 -0.3704 0.7220 0.4 1.2 0.9
C -2.1827 2.9858 1.3359 -0.4 -1.1 -0.4
C 6.5839 1.2669 -1.5611 0.7 0.6 0.7
C 5.1640 0.9414 0.5008 1.3 -1.0 0.9
H 7.4306 0.5931 -1.4001 -0.2 0.1 -0.3
H -1.0554 3.9152 2.8719 -0.1 0.1 0.3
H 1.7469 0.4002 -4.3631 0.2 0.0 0.5
H 5.6708 2.8005 -0.3297 0.3 -0.1 0.0
H -5.0541 -1.9109 -2.5856 0.1 0.1 0.3
H -0.9014 -0.9142 0.4167 0.2 0.2 -0.3
H -4.4291 0.4819 -2.3230 0.0 -0.1 0.3
H -3.2793 1.9543 -1.0938 -0.2 -0.1 0.3
H -5.3678 4.2428 3.1013 0.4 -0.2 -0.2
H -4.0813 -0.7137 3.0936 0.2 0.2 -0.3
H 4.6284 -1.1805 -3.0549 -0.1 0.3 0.2
H -4.1446 0.9439 2.5364 0.2 -0.4 0.0
H -1.0069 -0.2976 -1.2524 0.3 -0.1 0.3
H 3.4637 -2.0040 1.1555 0.0 0.0 -0.5
H 7.3567 -0.8013 -0.0282 -0.3 -0.1 0.1
H 1.2642 -2.5347 -3.3035 0.3 -0.2 0.2
H 5.3905 -2.6233 -1.3984 0.2 0.2 0.0
H 2.1163 -1.7716 4.1040 -0.4 0.0 -0.4
H 3.8746 -0.8441 -0.9523 -0.1 0.2 0.6
H 7.0347 1.9452 0.4473 -0.4 0.1 -0.1
H 3.1727 0.4922 -0.0896 0.6 -1.0 -0.4
H 1.1363 -2.7730 2.9566 -0.1 0.3 0.2
H -3.1322 4.6937 4.0937 0.0 -0.1 -0.3
H 2.1420 0.8569 3.8601 0.2 -0.2 -0.3
H 3.6679 0.0487 3.3272 -0.2 0.4 0.0
H 2.2163 -2.9637 -1.8528 -0.1 0.2 -0.2
H 3.4547 -0.0280 -4.0147 -0.3 0.3 0.0
H -3.4701 -2.8921 2.4646 -0.1 0.1 0.0
H -5.2181 -2.6570 2.6137 0.2 0.0 -0.1
H 4.9165 1.2752 -2.9294 -0.2 -0.1 -0.3
H 6.9523 -1.9944 -1.9052 -0.4 0.0 -0.1
H 0.3615 -1.4062 3.8461 0.4 -0.4 0.0
H 0.0577 -1.6803 -0.8787 -0.2 0.5 0.2
H 6.4526 -2.1817 0.5858 0.1 0.4 -0.3
H 3.0373 -2.3652 -3.3340 -0.3 0.2 0.3
H 3.0073 1.4963 2.4607 0.0 -0.3 0.2
H 6.9495 2.1241 -2.1406 0.0 -0.3 0.0
H -4.9204 -3.4212 -0.6204 -0.1 0.1 0.0
H 2.7378 1.4470 -3.2914 -0.2 -0.2 -0.3
H 4.3436 1.4890 0.9613 0.3 -0.2 0.7
H -5.5561 2.8570 1.0400 0.1 -0.1 0.1
H -4.5720 -3.8906 1.5308 0.0 0.3 0.0
H -2.6115 0.0518 2.4413 -0.3 0.0 -0.1
H 5.0254 -0.8349 1.6329 -0.9 0.0 -0.3
H 1.9308 -2.3337 0.3426 0.0 0.4 0.4
```
Forces are in eV/Å.

# 2
A structure of composition C30H46AgN10SbSi, computed with ωB97M-V/def2-TZVPD.

Highest occupied orbital energy (eV): -1.88
F_max (eV/A): 0.217
Total charge: -2

Structure (XYZ):
```
89
Properties=species:S:1:pos:R:3:forces:R:3
Sb -2.1352 -1.5471 1.9741 0.0 0.1 0.0
Ag -0.3097 0.8737 0.0684 -0.1 0.0 0.0
Si -1.3458 0.1994 -2.8623 0.0 0.0 0.0
N 1.7239 2.1726 -0.3824 0.0 0.0 0.0
N 2.1389 2.5399 -1.6155 0.0 0.1 0.1
N 3.9315 2.2757 -0.4332 0.0 0.2 0.1
N 0.3472 -0.0226 3.1261 0.0 -0.1 0.0
N 2.3737 0.5403 3.6144 0.0 -0.1 -0.1
N 0.8161 0.6544 2.0542 0.0 0.0 0.1
N 0.9040 -1.0622 -1.7020 0.0 0.0 0.0
N 2.9575 1.7204 1.6528 0.0 0.0 0.0
N 3.4309 2.6184 -1.6348 0.0 -0.2 -0.1
N 1.2645 -0.0949 4.0294 0.0 0.1 0.1
C -0.5326 2.7841 -3.7828 0.0 0.0 0.0
C -3.2911 0.2796 2.3164 0.0 0.0 0.0
C -3.5933 -1.5105 -3.4492 0.0 0.0 0.0
C -2.4288 3.0029 -5.7965 0.0 0.0 0.0
C -3.7625 -3.1279 -5.2223 0.0 0.0 0.0
C 2.8516 2.0300 0.3040 0.0 -0.1 -0.1
C -4.7534 -3.4069 1.7549 0.0 0.0 0.0
C 0.2798 -2.3696 -1.5150 0.0 0.0 0.0
C -1.9241 -1.6373 5.0746 0.0 0.0 0.0
C -3.8418 -2.5113 0.9247 0.0 0.0 0.0
C -2.4588 -2.4915 3.9294 0.0 0.0 0.0
C 0.4897 -0.2953 -2.8697 0.0 0.0 0.0
C 2.0570 0.9797 2.3986 0.0 0.0 0.0
C -4.3216 -2.4792 -4.1300 0.0 0.0 0.0
C -2.4752 -2.7967 -5.6258 0.0 0.0 0.0
C -1.7593 -1.8266 -4.9365 0.0 0.0 0.0
C -2.3594 1.8546 -5.0187 0.0 0.0 0.0
C -2.2963 -1.1593 -3.8323 -0.1 0.0 0.1
C -1.4146 1.7181 -3.9983 0.0 0.0 0.0
C 2.3395 -1.1215 -1.4999 0.0 0.0 0.0
C -3.2930 -3.2836 -0.2721 0.0 0.0 0.0
C 3.0502 -1.9845 -2.5617 0.0 0.0 0.0
C 1.1986 -3.5467 -1.8943 0.0 0.0 0.0
C -2.5050 1.4130 2.9653 0.0 0.0 0.0
C -1.5460 4.0503 -5.5670 0.0 0.0 0.0
C -0.5989 3.9362 -4.5584 0.0 0.0 0.0
C -4.6040 0.0265 3.0501 0.0 0.0 0.0
C -1.7558 -3.8467 3.9142 0.0 0.0 0.0
C 2.1425 -3.1376 -3.0211 0.0 0.0 0.0
C -2.0601 0.5440 -1.2244 0.0 -0.1 0.0
H -5.2149 -2.8810 2.5929 0.0 0.0 0.0
H 3.9782 -2.3805 -2.1365 0.0 0.0 0.0
H -1.5953 4.9488 -6.1725 0.0 0.0 0.0
H -4.0974 -3.7205 -0.8783 0.0 0.0 0.0
H -4.0323 -1.0141 -2.5900 0.0 0.0 0.0
H -4.4361 -0.3500 4.0636 0.0 0.0 0.0
H 2.7408 -3.9889 -3.3591 0.0 0.0 0.0
H -3.1375 2.3073 3.0395 0.0 0.0 0.0
H 2.7427 -0.1084 -1.4925 0.0 0.0 0.0
H -2.0276 -3.2986 -6.4767 0.0 0.0 0.0
H -0.0383 -2.4734 -0.4706 0.0 0.0 0.0
H -5.2366 -0.6932 2.5263 0.0 0.0 0.0
H -1.9992 -2.1800 6.0271 0.0 0.0 0.0
H 0.7801 -0.7565 -3.8341 0.0 0.0 0.0
H -1.9101 -4.3890 4.8562 0.0 0.0 0.0
H -2.6965 -2.6471 -0.9280 0.0 0.0 0.0
H -0.6242 -2.4085 -2.1271 0.0 0.0 0.0
H -5.5614 -3.8231 1.1377 0.0 0.0 0.0
H -1.6194 1.6694 2.3862 0.0 0.0 0.0
H -3.5334 -2.6461 4.0609 0.0 0.0 0.0
H -3.1715 3.0796 -6.5837 0.0 0.0 0.0
H 0.2265 2.7260 -3.0076 0.0 0.0 0.0
H -4.4266 -1.6630 0.5495 0.0 0.0 0.0
H -3.0560 1.0444 -5.2123 0.0 0.0 0.0
H -0.7545 -1.5831 -5.2676 0.0 0.0 0.0
H -5.3230 -2.7346 -3.8015 0.0 0.0 0.0
H -2.7120 1.4211 -1.2442 0.0 0.0 0.0
H 3.3366 -1.3678 -3.4169 0.0 0.0 0.0
H -2.1031 -4.4887 3.0995 0.0 0.0 0.0
H -2.1632 1.1570 3.9688 0.0 0.0 0.0
H -4.3228 -3.8896 -5.7528 0.0 0.0 0.0
H -4.2016 -4.2555 2.1711 0.0 0.0 0.0
H 1.5424 -2.8196 -3.8789 0.0 0.0 0.0
H -0.6784 -3.7103 3.7862 0.0 0.0 0.0
H 1.7921 -3.8496 -1.0248 0.0 0.0 0.0
H -5.1747 0.9594 3.1441 0.0 0.0 0.0
H 3.9079 1.6324 1.9704 0.0 0.0 0.0
H -2.4813 -0.7059 5.1822 0.0 0.0 0.0
H -0.8770 -1.3704 4.9205 0.0 0.0 0.0
H 2.5151 -1.5381 -0.5024 0.0 0.0 0.0
H 0.0995 4.7431 -4.3691 0.0 0.0 0.0
H 0.5928 -4.4118 -2.1770 0.0 0.0 0.0
H -2.6457 -4.1040 0.0574 0.0 0.0 0.0
H 1.0288 0.6574 -2.8242 0.0 0.0 0.0
H -3.5142 0.5744 1.2867 0.0 0.0 0.0
H -2.6251 -0.3053 -0.8251 0.0 0.0 0.0
```
Forces are in eV/Å.